This record from the Open Molecules 2025 dataset describes a structure of composition C43H43BrCdN6O2S. The level of theory is ωB97M-V/def2-TZVPD.

Cartesian coordinates (Å):
Cd  -0.210  0.174  0.043
Br  2.907  -1.411  1.281
S  -0.624  -0.512  3.332
O  1.051  -1.737  -1.114
O  -0.468  0.879  3.775
N  1.816  1.188  -2.175
N  -1.264  2.521  0.633
N  2.571  1.929  -0.052
N  1.360  2.035  0.265
N  -1.393  -3.104  -0.368
N  -0.491  -0.949  1.931
C  2.614  -2.957  0.199
C  2.774  1.219  -1.252
C  -4.671  -1.474  0.079
C  -1.774  -0.039  -1.521
C  -0.161  -5.431  -2.865
C  -4.917  2.038  0.924
C  -3.165  -3.472  1.206
C  2.061  0.563  -3.324
C  4.630  -6.495  1.424
C  3.263  -0.052  -3.624
C  1.696  -2.824  -0.900
C  -0.418  3.127  1.413
C  -5.206  -2.211  1.130
C  0.768  -4.210  -3.012
C  1.595  -4.032  -1.705
C  -4.502  4.215  0.014
C  4.968  -6.794  -1.020
C  -2.629  2.785  0.613
C  -3.390  -1.702  -0.432
C  -3.552  1.805  1.008
C  2.322  -5.157  -1.327
C  -3.133  3.992  0.106
C  1.956  3.575  2.068
C  3.161  -5.254  -0.218
C  4.029  0.644  -1.467
C  -2.410  0.878  -3.719
C  1.014  2.902  1.244
C  3.915  -6.550  0.073
C  0.144  4.645  3.245
C  -0.131  -3.043  -3.444
C  1.548  4.420  3.049
C  3.304  -4.101  0.544
C  4.266  -0.008  -2.661
C  -3.513  0.033  -3.781
C  -2.925  -0.851  -1.587
C  2.947  -7.741  0.100
C  -4.434  -3.220  1.695
C  -5.408  3.244  0.428
C  -0.793  4.044  2.475
C  -3.765  -0.818  -2.715
C  -1.566  0.824  -2.614
C  -2.619  -2.729  0.148
C  1.755  -4.463  -4.167
H  -6.475  3.420  0.366
H  4.492  -6.870  -2.002
H  -3.171  0.859  1.381
H  5.409  -5.725  1.434
H  3.922  -6.277  2.231
H  0.412  -2.107  -3.492
H  -2.428  4.746  -0.228
H  -2.565  -4.272  1.633
H  -0.786  -5.531  -3.762
H  -0.543  -3.274  -4.435
H  5.105  -7.460  1.631
H  2.170  -7.582  0.854
H  3.486  -8.666  0.344
H  3.952  -4.062  1.412
H  2.396  -5.331  -3.972
H  1.244  0.563  -4.041
H  -6.195  -1.991  1.513
H  1.205  -4.641  -5.102
H  2.236  -6.038  -1.960
H  3.407  -0.559  -4.571
H  -4.863  5.154  -0.395
H  -1.848  4.197  2.658
H  5.529  -7.721  -0.833
H  2.452  -7.880  -0.865
H  -4.171  0.040  -4.643
H  2.400  -3.588  -4.306
H  0.394  -6.366  -2.737
H  -4.621  -1.482  -2.751
H  5.674  -5.958  -1.056
H  -0.967  -2.903  -2.760
H  -2.210  1.575  -4.527
H  3.004  3.358  1.906
H  -0.746  -3.462  0.313
H  -0.704  1.490  -2.595
H  -0.816  -5.293  -2.000
H  4.768  0.693  -0.676
H  -0.174  5.297  4.054
H  5.221  -0.487  -2.845
H  -0.929  -2.439  -0.969
H  -5.244  -0.659  -0.346
H  2.268  4.903  3.699
H  -5.607  1.264  1.244
H  -4.823  -3.814  2.514

Cartesian forces, eV/Å:
Cd -0.5 -0.2 -0.3
Br 0.0 0.0 -0.1
S -0.1 -0.4 0.0
O 0.2 -0.3 -0.1
O 0.0 0.2 -0.1
N -0.1 0.0 0.0
N -0.1 -0.4 -0.1
N 0.7 0.1 -0.6
N -0.3 -0.2 0.2
N -0.3 -0.1 0.0
N 0.1 0.3 0.2
C -0.2 0.1 -0.1
C 0.0 -0.2 0.0
C 0.1 0.0 0.1
C 0.1 0.1 -0.2
C 0.0 -0.1 0.0
C 0.1 0.1 0.0
C 0.0 0.0 0.0
C -0.1 0.0 0.1
C 0.0 0.1 0.1
C 0.0 0.0 0.0
C 0.0 0.0 0.0
C 0.2 0.2 0.1
C 0.1 0.0 -0.1
C 0.0 0.0 0.1
C 0.0 0.1 0.0
C 0.1 0.0 0.0
C 0.0 0.0 0.0
C 0.0 0.0 0.1
C -0.1 0.1 -0.1
C 0.0 0.0 0.0
C 0.0 0.0 0.0
C -0.1 0.0 0.0
C -0.2 -0.2 -0.2
C 0.0 0.0 -0.1
C 0.2 -0.1 0.0
C 0.0 -0.1 0.1
C -0.5 0.2 0.5
C 0.0 0.0 0.0
C 0.3 -0.1 0.0
C 0.1 0.0 0.1
C -0.3 0.2 0.2
C -0.1 0.1 0.0
C 0.0 0.0 0.1
C 0.1 0.0 0.1
C -0.1 0.0 0.0
C -0.1 0.0 0.0
C 0.1 0.1 -0.1
C 0.2 -0.1 0.1
C 0.1 0.0 -0.1
C 0.2 0.0 0.1
C 0.0 -0.1 0.0
C -0.1 -0.1 -0.1
C 0.0 0.0 0.0
H 0.0 0.0 0.0
H 0.1 0.0 0.1
H 0.0 0.0 0.0
H -0.1 -0.1 0.0
H 0.1 0.0 -0.1
H 0.1 0.2 0.0
H 0.0 0.0 0.0
H 0.0 0.1 0.0
H 0.1 0.0 0.1
H 0.0 0.0 0.1
H 0.0 0.0 0.0
H 0.1 0.0 -0.1
H 0.0 0.1 0.0
H -0.1 0.0 -0.1
H -0.1 0.1 0.0
H 0.0 0.0 0.0
H 0.0 0.0 0.0
H 0.1 0.0 0.1
H 0.0 0.1 0.1
H 0.0 0.0 0.0
H 0.0 0.0 0.0
H 0.0 0.0 0.0
H -0.1 0.1 0.0
H 0.0 0.0 0.1
H 0.0 0.0 0.0
H -0.1 -0.1 0.0
H -0.1 0.1 0.0
H -0.1 0.0 0.0
H 0.0 -0.1 0.0
H 0.0 0.0 -0.2
H 0.0 0.0 0.0
H 0.0 0.0 0.0
H 0.1 0.0 0.2
H -0.1 -0.1 0.0
H 0.0 0.0 -0.1
H -0.1 0.0 -0.1
H 0.0 0.0 0.0
H 0.0 0.0 0.0
H 0.1 0.3 0.1
H 0.0 0.0 -0.1
H 0.0 0.0 0.0
H 0.0 0.0 0.0
H 0.0 0.0 0.0

Output
Strongest force on any atom ... 0.9 eV Å⁻¹
Relative energy (zero: lowest compared OMol25 entry of this formula, charge and spin) ... 143.9 kJ/mol
Net charge ... -2

This record from the Open Molecules 2025 dataset describes a structure of composition C43H43Cl5GeN2O2PmS6 at a distorted geometry. The level of theory is ωB97M-V/def2-TZVPD.

Cartesian coordinates (Å):
Pm  1.059  -1.886  1.046
Ge  3.463  -1.194  -2.417
Cl  1.683  -4.933  -1.380
Cl  4.201  -5.785  4.262
Cl  3.258  -7.540  -0.779
Cl  4.516  -7.999  2.051
Cl  2.661  -3.134  3.571
S  -1.744  -2.173  2.234
S  2.484  2.713  1.212
S  1.063  0.262  -1.054
S  -1.612  1.341  1.186
S  -1.130  -2.149  -0.704
S  2.022  2.527  4.780
O  0.390  -0.318  2.551
O  -0.469  -3.015  2.327
N  -0.588  1.181  -3.010
N  -2.551  -0.778  -2.579
C  3.548  -5.549  2.677
C  -0.401  4.465  -3.961
C  -2.231  -1.957  3.945
C  0.729  1.012  2.717
C  -5.860  -0.325  -1.628
C  -4.188  -0.554  0.069
C  -2.873  0.492  -3.194
C  0.186  3.971  -1.689
C  4.296  0.939  1.414
C  1.489  2.385  6.401
C  -1.660  0.989  -3.949
C  -0.158  5.263  -1.319
C  -0.635  6.162  -2.270
C  -0.505  3.314  2.340
C  4.732  0.249  -2.011
C  4.083  2.182  0.911
C  -2.342  2.875  0.998
C  -1.343  -0.795  -1.816
C  1.953  -1.339  -1.224
C  0.077  3.561  -3.018
C  2.979  -0.869  -4.298
C  3.681  -6.528  1.698
C  -1.646  3.839  1.661
C  3.121  -6.317  0.437
C  -3.708  -1.563  -2.182
C  -6.208  0.670  0.540
C  -6.652  0.412  -0.751
C  -2.997  -3.398  1.859
C  4.517  -2.852  -2.357
C  0.489  1.469  6.510
C  -4.969  0.185  0.948
C  2.453  -5.124  0.178
C  0.147  0.885  5.253
C  2.333  -4.101  1.107
C  2.879  -4.382  2.340
C  2.079  1.269  2.038
C  -0.397  0.150  -2.039
C  -0.349  1.968  2.158
C  0.428  2.138  -3.403
C  -0.761  5.758  -3.592
C  3.142  0.415  2.068
C  0.883  1.361  4.214
C  -4.623  -0.818  -1.229
H  -0.908  7.168  -1.981
H  5.240  0.072  -1.059
H  -3.240  2.983  0.401
H  -3.207  -1.465  3.954
H  4.643  -3.167  -1.317
H  0.534  3.262  -0.940
H  2.252  -1.606  -4.654
H  4.764  2.804  0.345
H  1.238  -1.935  -1.799
H  -3.985  -2.928  1.898
H  0.575  2.090  -4.489
H  5.506  -2.688  -2.799
H  -2.258  -2.922  4.457
H  4.022  -3.664  -2.897
H  5.484  0.286  -2.807
H  -3.205  -0.915  0.368
H  -1.403  0.254  -4.729
H  -2.901  -4.201  2.593
H  -2.792  -3.757  0.853
H  -1.930  4.886  1.674
H  -6.819  1.253  1.221
H  1.367  1.859  -2.937
H  -4.264  -1.858  -3.078
H  1.953  2.972  7.181
H  0.176  3.917  2.932
H  -1.883  1.942  -4.434
H  -3.339  -2.463  -1.701
H  -3.716  0.344  -3.876
H  5.235  0.407  1.333
H  -1.477  -1.308  4.381
H  -6.207  -0.518  -2.639
H  2.541  0.129  -4.408
H  0.012  1.210  7.449
H  3.877  -0.927  -4.924
H  -0.054  5.566  -0.283
H  -0.481  4.158  -5.001
H  -7.614  0.791  -1.079
H  -4.604  0.392  1.950
H  3.133  -0.515  2.624
H  -3.161  1.253  -2.456
H  -0.624  0.140  5.129
H  -1.138  6.450  -4.338
H  4.227  1.220  -1.958

Cartesian forces, eV/Å:
Pm 0.6 1.2 -1.2
Ge 0.2 0.0 0.1
Cl 0.0 0.1 0.1
Cl 0.0 0.0 -0.1
Cl 0.0 0.0 0.1
Cl 0.0 0.0 0.0
Cl 0.1 0.1 0.2
S -0.9 -0.3 0.8
S 0.0 0.1 0.0
S 0.1 -0.5 0.4
S 0.1 -0.2 -0.1
S -0.1 -0.1 -0.2
S 0.0 0.0 -0.1
O -0.1 0.6 0.3
O -0.8 -0.3 0.1
N 0.1 0.1 0.1
N 0.1 -0.1 -0.2
C 0.1 0.0 0.1
C 0.1 0.1 0.0
C 0.1 0.0 0.1
C 0.0 0.1 0.1
C -0.1 0.0 0.0
C 0.1 0.1 0.1
C 0.0 -0.2 0.0
C 0.0 -0.1 0.1
C 0.0 -0.1 0.1
C 0.0 0.0 0.0
C 0.0 0.0 0.1
C 0.0 0.0 0.0
C 0.0 -0.1 0.0
C 0.0 0.2 -0.1
C 0.0 0.2 0.1
C 0.0 0.1 -0.1
C -0.1 0.0 0.0
C -0.1 0.0 0.0
C 0.3 0.5 -0.6
C -0.1 0.0 0.0
C -0.1 0.0 -0.1
C 0.0 0.0 0.0
C 0.2 0.0 0.1
C 0.0 0.0 0.0
C 0.1 0.3 0.2
C 0.0 0.0 0.0
C 0.1 0.0 0.0
C 0.0 -0.1 0.0
C 0.1 -0.1 0.0
C -0.1 -0.1 0.0
C 0.0 -0.1 -0.1
C 0.0 0.0 0.0
C 0.0 0.0 0.2
C 0.1 -0.5 -0.1
C 0.0 0.2 -0.1
C -0.1 0.1 0.0
C -0.1 0.2 -0.2
C 0.0 -0.2 0.1
C -0.1 -0.2 0.0
C 0.0 0.0 0.0
C 0.2 0.0 0.0
C 0.1 0.0 -0.1
C 0.0 0.0 0.0
H 0.0 0.0 0.0
H 0.0 0.0 -0.1
H 0.1 0.0 0.1
H 0.1 0.0 0.0
H 0.0 0.0 -0.1
H 0.0 0.1 -0.1
H 0.1 0.1 0.0
H -0.1 -0.1 0.1
H 0.0 -0.3 0.2
H 0.1 0.0 0.0
H 0.0 0.0 0.0
H -0.1 0.0 0.1
H 0.0 0.1 -0.1
H 0.1 0.1 0.1
H -0.1 0.0 0.1
H -0.2 0.1 -0.1
H 0.0 0.0 0.0
H -0.1 0.0 -0.1
H 0.0 0.0 0.0
H 0.0 -0.1 0.0
H 0.0 0.0 0.0
H 0.1 0.0 0.0
H 0.0 0.1 0.0
H -0.1 -0.1 -0.1
H -0.1 -0.1 0.0
H 0.0 0.0 0.0
H 0.0 -0.1 0.0
H 0.0 0.0 0.0
H -0.1 0.0 0.0
H 0.0 -0.1 0.0
H 0.0 0.0 0.0
H 0.0 -0.1 0.0
H 0.1 0.0 -0.1
H -0.1 0.0 0.0
H 0.0 0.0 -0.1
H 0.0 0.0 0.1
H 0.0 0.0 0.0
H 0.0 0.0 -0.1
H 0.0 0.0 0.0
H -0.1 0.0 0.0
H 0.1 0.1 0.0
H 0.0 0.0 0.0
H 0.1 -0.1 0.0

Output
Multiplicity ... 5
Strongest force on any atom ... 1.8 eV Å⁻¹
E_tot ... -9299.81632 Eh
<S²> ... 6.0064
Net charge ... -1